1.
DFT (wB97M-V/def2-TZVPD) results for H16O8Pb as an isolated structure in a non-equilibrium geometry.

**Net charge**: +2
**Frontier orbital gap**: 0.3704 Eh
**Energy relative to the best compared isomer or geometry (same formula, charge and spin)**: 35.4 kcal per mole

XYZ file:
```
25
Properties=species:S:1:pos:R:3:forces:R:3
Pb 0.051286 0.089426 0.069845 0.70 -0.88 -0.10
O 0.482911 -1.737947 1.575731 -0.12 -0.67 1.44
H 0.431651 -2.679124 1.425961 0.25 -0.73 -0.53
H 0.123007 -1.713795 2.473543 0.16 0.37 0.22
O 2.137150 -0.657553 -1.020020 1.44 -0.66 -0.89
H 3.063478 -0.563933 -0.717068 -0.56 -0.13 -0.05
H 2.187281 -1.239339 -1.807427 -0.03 0.43 0.48
O 0.840043 2.117512 -1.129376 0.26 0.68 -0.43
H 0.570350 2.665609 -1.890447 0.41 -0.11 0.40
H 1.809173 2.110435 -1.073602 -0.30 0.29 -0.55
O -0.480972 -2.016879 -1.298112 -1.42 0.52 -1.30
H -1.308883 -2.155873 -1.824196 1.08 -0.07 0.65
H -0.148888 -2.876493 -1.095219 0.32 -1.16 0.05
O 2.091923 0.793574 1.363619 0.11 -0.15 1.60
H 1.994365 0.850308 2.355464 0.38 0.10 -1.45
H 2.408275 1.647706 1.066669 0.28 0.45 0.38
O -1.633027 0.720738 -1.466493 -1.36 0.18 -1.08
H -1.237128 0.600654 -2.346775 -0.60 0.13 0.01
H -2.591897 0.527760 -1.511152 0.67 0.42 -0.55
O -0.642470 1.806446 1.503177 -1.11 2.28 0.26
H -0.883660 2.663818 1.077243 0.77 -0.48 0.12
H -1.443588 1.684785 2.013270 -0.38 -0.44 0.71
O -2.221222 -0.860748 0.695414 -0.29 -0.16 0.83
H -2.902773 -0.658954 0.064373 -0.63 -0.06 -0.26
H -2.696386 -1.118132 1.495578 -0.04 -0.12 0.05
```
Forces are in eV/Å.


2.
DFT (wB97M-V/def2-TZVPD) results for a 2-piece molecular cluster, C5H12O3 overall in a non-equilibrium geometry.

**SMILES string**: C[C@@H](O)OO.C=CC
**Frontier orbital gap**: 0.3550 Eh
**Energy relative to the best compared isomer or geometry (same formula, charge and spin)**: 117.7 kcal per mole

XYZ file:
```
20
Properties=species:S:1:pos:R:3:forces:R:3
C -2.402785 1.021568 0.850316 -0.24 0.67 0.05
C -1.493268 -0.185846 0.853470 -0.10 -0.85 -1.49
O -2.184496 -1.399828 0.985214 0.43 0.71 -0.38
O -0.668245 -0.184695 -0.481179 -1.36 -0.65 0.98
O -1.158792 -1.230556 -1.386029 0.53 0.57 1.30
H -3.441693 0.761454 1.083895 0.25 -0.15 -0.04
H -2.079855 1.728543 1.621356 -0.05 -0.03 -0.15
H -2.391544 1.550946 -0.106424 0.10 -0.19 0.09
H -0.761958 -0.131291 1.661790 0.14 -0.19 -0.34
H -2.771334 -1.435435 0.208969 0.14 -0.18 0.31
H -0.644827 -1.966272 -1.004216 -0.33 0.04 -0.43
C 2.058285 1.507403 -0.764539 -0.52 -1.07 0.70
C 1.799627 0.348036 -0.120687 1.99 1.79 0.26
C 2.471050 -0.939398 -0.495389 -0.59 -0.32 -0.18
H 1.682964 2.452235 -0.385852 0.06 -0.07 -0.05
H 2.647805 1.531801 -1.676015 -0.21 -0.06 -0.05
H 1.425074 0.396169 0.909974 -0.37 0.00 -0.58
H 3.510705 -0.953776 -0.157185 -0.09 0.01 -0.03
H 2.444346 -1.090216 -1.579532 0.11 -0.01 0.15
H 1.958941 -1.780843 -0.017935 0.10 -0.04 -0.13
```
Forces are in eV/Å.


3.
DFT (wB97M-V/def2-TZVPD) results for C35H71CrO25 as an isolated structure in a non-equilibrium geometry.

**Spin multiplicity**: 6
**Net charge**: +2
**Frontier orbital gap (alpha / beta)**: 0.2651 / 0.1973 Eh

XYZ file:
```
132
Properties=species:S:1:pos:R:3:forces:R:3
Cr -3.360052 1.312846 -0.110551 0.19 -0.25 -1.09
C 0.059220 -1.006830 1.517450 -0.32 0.27 -1.46
C -0.182944 -0.108251 0.232335 -0.68 -0.06 -1.07
C -0.054124 -0.855763 -1.117141 0.29 0.46 0.40
O -1.355640 0.605552 0.425373 1.35 -0.66 -0.03
H 0.208782 -0.299820 2.333468 -0.05 -0.72 0.26
H 0.939171 -1.568191 1.203356 0.19 0.08 0.58
H -0.771707 -1.710344 1.569565 0.00 0.19 0.59
H 0.649801 0.586923 0.338978 0.20 0.56 0.01
H 0.149698 -0.223270 -1.981146 -0.55 0.68 0.12
H -0.927954 -1.468743 -1.337995 0.15 -0.19 0.14
H 0.885770 -1.406397 -1.155910 -0.24 -0.54 0.54
C 5.979678 -1.430651 -5.438749 0.16 1.21 -0.46
C 4.520404 -1.440964 -5.908484 2.94 2.98 -2.42
O 3.865311 -2.357208 -5.235214 -3.69 -2.74 2.96
C 2.953546 -2.032356 -4.349258 -1.39 0.47 2.35
O 2.717564 -0.961872 -3.741309 0.78 -2.55 -2.12
O 2.261701 -3.187481 -4.097516 1.94 1.07 -2.65
C 1.286298 -3.151552 -3.153206 -1.03 0.42 1.08
H 6.602150 -1.557488 -6.324488 0.40 -0.23 0.44
H 6.210814 -2.104248 -4.613555 -0.22 -0.49 -0.47
H 6.196960 -0.453053 -5.008431 0.16 0.16 -0.18
H 4.406096 -1.734872 -6.951873 0.47 0.07 -0.19
H 4.105244 -0.434288 -5.860169 -0.28 -0.03 0.40
H 0.580650 -2.328141 -3.263458 0.17 0.38 -0.19
H 1.845009 -3.016860 -2.227034 -0.81 -0.55 0.72
H 0.680116 -4.042367 -3.317861 0.39 -0.29 0.71
C 0.799712 2.199244 -4.263515 -0.67 -0.83 -0.04
C -0.634126 2.218625 -3.724270 0.77 0.58 -0.48
O -1.529175 1.272024 -4.380135 -0.60 -0.88 0.86
C -2.580124 0.836204 -3.676416 0.20 0.31 -0.76
O -2.775708 1.125879 -2.493954 -0.58 -0.34 0.36
O -3.353969 0.084483 -4.475462 1.49 1.43 0.53
C -4.580508 -0.457721 -4.065545 -1.30 -1.29 -0.37
H 0.829360 2.267158 -5.350998 0.08 0.17 0.11
H 1.303225 1.283570 -3.953482 0.03 -0.12 -0.17
H 1.332827 3.024604 -3.791643 -0.04 0.15 -0.20
H -1.057592 3.187845 -3.987681 -0.14 0.12 0.59
H -0.544746 2.026823 -2.655004 -0.66 0.10 0.00
H -5.472412 -0.033403 -4.526600 0.31 1.36 0.29
H -4.700715 -0.566845 -2.987704 0.18 0.04 -0.15
H -4.664332 -1.396508 -4.613044 0.56 -0.59 0.65
C -1.178493 -3.378657 4.472402 0.24 0.34 -0.30
C -2.703821 -3.217946 4.652615 1.30 -1.66 1.91
O -2.982095 -3.550064 6.075539 1.74 0.87 0.66
C -4.157524 -3.318278 6.664869 -1.18 -1.49 -0.53
O -5.119842 -3.122022 5.960979 -0.70 0.83 0.98
O -4.115978 -3.568863 8.006530 2.62 0.10 -2.10
C -5.244408 -3.549514 8.854427 -0.67 0.88 -1.00
H -0.638310 -2.432529 4.506333 -0.11 0.20 0.08
H -1.020773 -3.792153 3.476278 0.10 0.01 -0.14
H -0.631128 -4.032330 5.151522 -0.63 -0.17 0.22
H -3.104051 -4.072327 4.106758 -0.87 0.80 -0.35
H -2.937162 -2.188011 4.382651 -0.90 -0.38 0.03
H -5.744450 -2.627300 8.558466 -0.83 -0.26 0.44
H -4.905434 -3.457035 9.886242 0.13 -0.26 -0.26
H -5.826617 -4.450179 8.659632 -0.23 0.22 0.29
C -0.859302 1.221163 5.071799 -0.32 0.89 -0.44
C -1.734109 1.203850 3.812131 0.51 -1.54 0.11
O -2.748979 2.177504 3.890787 -3.76 1.63 -1.48
C -3.709508 2.260929 2.901999 0.82 2.37 3.30
O -3.727326 1.522877 1.931824 -0.41 0.12 -0.76
O -4.609299 3.318070 3.196558 4.78 -3.60 0.72
C -5.574762 3.571659 2.276550 -3.11 0.78 -1.21
H -1.410498 1.088917 6.002815 -0.42 -0.13 -0.28
H -0.397026 2.204561 5.157401 0.47 -0.21 0.02
H -0.146050 0.398106 5.027697 0.20 0.26 -0.16
H -2.162913 0.202317 3.778088 -0.40 -0.04 -0.32
H -1.243142 1.379665 2.854979 0.57 -0.10 0.24
H -6.294577 4.224783 2.769903 0.20 0.23 0.12
H -6.203763 2.709077 2.056557 0.35 -0.34 -0.36
H -5.270549 4.112198 1.380239 0.46 -0.30 -0.09
C 4.334716 -0.019620 1.277435 0.53 -1.26 0.78
C 4.496525 -1.541925 1.345858 -0.06 -0.51 0.15
O 4.586061 -1.974541 -0.037543 -0.46 2.61 -0.31
C 4.849699 -3.187410 -0.379450 1.71 -3.25 0.35
O 4.972188 -4.118016 0.395339 -0.33 0.61 -0.50
O 5.079790 -3.278468 -1.710418 -0.13 -0.04 -0.10
C 5.821973 -4.441150 -2.209623 -0.08 0.17 -0.06
H 4.345586 0.440466 2.265523 -0.58 -0.30 0.26
H 3.412805 0.180578 0.731451 0.47 0.57 -0.10
H 5.288211 0.347933 0.898155 -0.54 0.28 -0.94
H 3.701164 -2.136224 1.795654 -0.37 0.39 0.10
H 5.376593 -1.822310 1.924614 0.29 -0.06 -0.41
H 6.878998 -4.334365 -1.965909 -0.15 -0.04 0.37
H 5.769628 -4.439272 -3.298367 -0.35 0.44 0.09
H 5.429632 -5.406324 -1.889283 -0.08 0.33 0.44
C 1.433462 4.125056 0.655534 -1.79 0.64 -0.81
C -0.111676 4.018881 0.770864 0.42 -1.48 1.48
O -0.818165 4.754612 -0.230635 0.54 0.06 0.11
C -2.035942 4.465889 -0.567479 -0.15 0.32 -2.35
O -2.627574 3.392869 -0.314423 -0.24 0.94 -0.06
O -2.403530 5.493481 -1.409899 -0.26 -2.61 1.79
C -3.611114 5.481872 -2.196580 -0.56 1.07 0.24
H 1.656917 3.725143 -0.333528 0.33 0.29 -0.14
H 1.958415 3.480310 1.360383 -0.26 0.34 0.30
H 1.671180 5.186906 0.719325 0.63 -0.26 0.07
H -0.567401 4.327147 1.711815 0.54 0.38 0.26
H -0.324309 2.950050 0.748333 -0.48 -0.11 -0.61
H -3.556652 6.498021 -2.587185 -0.03 -0.40 -0.80
H -4.547639 5.526884 -1.640708 0.25 -0.45 0.69
H -3.703979 4.687575 -2.937241 0.58 0.12 0.01
C -2.574743 -3.741874 -0.736941 0.89 -0.96 -0.83
C -3.617162 -3.205853 -1.719426 1.36 0.49 0.67
O -4.720690 -2.929208 -0.879977 -2.05 0.51 0.29
C -4.926232 -1.788790 -0.251792 -0.43 -1.27 -0.91
O -4.178136 -0.821753 -0.378605 0.41 1.51 0.49
O -6.048677 -1.887747 0.440417 1.37 1.74 -0.54
C -6.413470 -0.746192 1.294227 -0.84 -1.07 0.67
H -2.890225 -4.668357 -0.257151 -0.34 -0.07 -0.29
H -2.275853 -3.118414 0.105704 -0.37 0.68 -0.32
H -1.658575 -3.989779 -1.272919 0.14 -0.03 -0.04
H -3.921004 -3.864408 -2.533113 -0.26 -0.64 0.70
H -3.303316 -2.340914 -2.303805 0.21 0.52 0.58
H -7.298552 -0.228460 0.924514 -0.05 -0.47 -0.33
H -5.687905 0.035408 1.519518 0.60 -0.68 -0.30
H -6.659355 -1.350841 2.167175 -0.20 0.91 0.46
C 7.537679 3.925333 0.946202 -0.75 0.13 -1.21
C 6.386113 3.107861 0.292366 1.76 -0.74 2.41
O 6.129989 3.615491 -0.994007 -1.68 -0.86 -1.23
C 5.137129 3.047500 -1.756770 -1.35 0.33 -0.79
O 4.803980 3.480997 -2.840758 0.84 -0.72 1.61
O 4.463746 2.020335 -1.114851 1.29 0.12 0.52
C 3.413895 1.211850 -1.657527 -0.63 0.34 -0.43
H 7.933713 3.560890 1.894061 -0.57 -0.30 0.01
H 7.240535 4.968832 1.050670 0.38 0.06 -0.10
H 8.331214 3.762556 0.216874 0.32 0.76 0.12
H 5.521257 3.006929 0.948061 -0.31 0.34 -0.38
H 6.883546 2.138084 0.278478 -0.63 -0.54 -0.65
H 2.602106 1.191153 -0.930430 -0.31 0.83 0.14
H 3.565049 0.134433 -1.724035 1.38 0.16 -0.25
H 3.046985 1.556130 -2.624463 0.26 0.19 0.13
```
Forces are in eV/Å.


4.
DFT (wB97M-V/def2-TZVPD) results for a 2-piece molecular cluster, C3H12N2S overall in a non-equilibrium geometry.

**SMILES string**: CCS.NCN
**Frontier orbital gap**: 0.3605 Eh
**Energy relative to the best compared isomer or geometry (same formula, charge and spin)**: 22.4 kcal per mole

XYZ file:
```
18
Properties=species:S:1:pos:R:3:forces:R:3
C 2.705544 -0.011486 0.952093 -0.58 -3.05 -0.79
C 1.923370 -0.544372 -0.360932 0.96 1.25 0.45
S 1.439648 0.924712 -1.351291 0.12 -0.23 -0.47
H 3.812472 0.083806 0.766131 -1.26 -0.25 0.36
H 2.302097 0.892304 1.350279 -0.28 0.74 -0.04
H 2.397841 -0.809636 1.703815 1.21 0.93 -0.52
H 0.949144 -1.017569 -0.096086 1.22 -0.22 -0.13
H 2.633502 -1.136844 -1.025591 -1.28 0.39 1.07
H 1.421491 1.724354 -0.296946 -0.15 0.40 0.12
N -1.843067 -0.193159 1.673873 1.03 1.40 -1.44
C -2.058413 -0.784442 0.294384 -0.07 1.95 1.41
N -3.396159 -0.442192 -0.260083 -0.46 -1.51 1.12
H -2.703171 -0.265839 2.135064 -1.50 -0.56 1.22
H -1.786848 0.870385 1.572282 0.25 -1.90 -0.12
H -1.853136 -1.858490 0.298452 -0.61 0.12 0.15
H -1.205887 -0.334490 -0.199471 -0.31 0.11 -1.11
H -3.658263 0.546317 -0.126769 0.59 -0.66 -0.03
H -4.092030 -1.000437 0.329705 1.12 1.07 -1.25
```
Forces are in eV/Å.